# 1
# C2H8N3O2

The ion C2H8N3O2 with charge +1 (the ωB97M-V functional and the def2-TZVPD basis, the OMol25 dataset).

Last column: Mulliken charge in e.
Geometry (Å):
H -1.67 -1.71 1.15  0.376
N 2.34 -0.02 -1.00  -0.423
O -0.73 1.34 0.15  -0.165
N 0.08 0.91 -0.75  -0.280
H -1.53 -1.23 -0.57  0.332
N 1.55 0.45 -0.11  0.964
O 1.60 0.54 1.05  -0.402
C -1.15 -1.10 0.42  -1.059
H 0.17 1.70 -1.45  0.340
H -2.60 0.50 0.58  0.315
C -1.55 0.30 0.80  -0.256
H -1.35 0.27 1.89  0.296
H 1.96 0.06 -1.97  0.314
H -0.16 -1.34 0.56  0.373
H 3.03 -0.68 -0.75  0.273

The value obtained for the energy above the lowest of the compared OMol25 structures with the same formula, charge and spin is 7.8993 eV. As for the HOMO-LUMO gap: 9.4 eV. The charge is +1. As for the HOMO energy: -0.54368 Ha. Its SMILES is CCON[N+](N)=O. Its LUMO energy is -0.1968 hartree.

=====

# 2
# C2H8N3P

An isolated molecule of C2H8N3P (the ωB97M-V functional and the def2-TZVPD basis, the OMol25 dataset).

Last column: Mulliken charge in e.
Geometry (Å):
H 2.99 -0.16 0.76  0.226
H -2.65 0.69 0.51  0.353
N 2.17 0.05 0.24  -0.458
H 1.12 -3.24 0.04  0.260
N -0.40 -0.31 -0.33  -0.369
H 2.01 0.96 -0.27  0.200
H -2.73 1.78 -0.74  0.272
C -2.02 1.37 0.06  -1.137
N 1.06 -2.37 0.37  -0.588
H 0.07 -2.36 0.71  0.301
H -0.30 1.70 -1.11  0.316
C -0.70 0.89 -0.51  0.202
H -1.87 2.04 0.93  0.281
P 1.23 -1.04 -0.67  0.142

The value obtained for the energy above the lowest of the compared OMol25 structures with the same formula, charge and spin is 0.5731 eV. As for the HOMO-LUMO gap: 9.0 eV. As for the HOMO energy: -0.28574 Ha. Its SMILES is C/C=N/P(N)N. Its LUMO energy is 0.0444 hartree.

=====

# 3
# C2H8N4

An isolated molecule of C2H8N4 (the ωB97M-V functional and the def2-TZVPD basis, the OMol25 dataset).

Last column: Mulliken charge in e.
Geometry (Å):
N 2.21 0.69 0.72  -0.754
H 0.74 -0.98 1.41  0.328
H -2.64 0.08 -0.74  0.272
C 1.17 0.45 -0.02  0.011
N -0.45 1.20 0.36  -0.565
H -1.15 -0.23 -1.63  0.295
H -1.93 -1.54 -0.68  0.297
N -1.01 -0.07 0.51  -0.124
C -1.70 -0.47 -0.72  -0.662
H 0.60 -1.67 -0.11  0.321
H -0.31 1.55 1.31  0.298
H 1.15 0.52 -1.11  0.345
H 2.88 1.29 0.25  0.223
N 0.44 -0.82 0.45  -0.285

The value obtained for the energy above the lowest of the compared OMol25 structures with the same formula, charge and spin is 4.8141 eV. As for the HOMO-LUMO gap: 8.6 eV. As for the HOMO energy: -0.29085 Ha. Its LUMO energy is 0.0267 hartree.

=====

# 4
# C2H8N4O

An isolated molecule of C2H8N4O (the ωB97M-V functional and the def2-TZVPD basis, the OMol25 dataset).

Last column: Mulliken charge in e.
Geometry (Å):
H -0.74 -0.74 1.63  0.233
H -1.68 -0.48 -1.01  0.252
H -1.43 0.87 2.32  0.345
H 1.71 1.21 0.52  0.301
H -0.85 0.23 -2.25  0.294
H 0.29 0.45 2.50  0.250
O 2.44 -0.76 -0.73  -0.643
N -0.94 -0.69 -1.69  -0.760
N 0.90 0.83 -0.05  -0.272
N 0.30 -1.07 -1.32  0.077
N -0.41 1.03 0.55  -0.376
C -0.59 0.40 1.87  -0.701
H -0.98 1.13 -0.27  0.332
C 1.28 -0.40 -0.60  0.441
H 0.69 -2.02 -1.47  0.227

The value obtained for the energy above the lowest of the compared OMol25 structures with the same formula, charge and spin is 3.5874 eV. As for the HOMO-LUMO gap: 9.6 eV. As for the HOMO energy: -0.32419 Ha. Its SMILES is CNNC(=O)NN. Its LUMO energy is 0.0290 hartree.

=====

# 5
# C2H8N4O

A cluster of 2 separate species, C2H8N4O in total (the ωB97M-V functional and the def2-TZVPD basis, the OMol25 dataset).

Last column: Mulliken charge in e.
Geometry (Å):
N 0.06 0.54 -0.30  -0.277
H -0.56 2.48 -0.75  0.451
H 2.13 1.31 -1.76  0.251
H 2.37 -0.10 -2.55  0.281
C 0.84 -0.05 -1.09  0.186
H 0.41 2.45 0.49  0.467
N -0.30 -0.73 2.37  -0.084
H 0.24 0.12 2.60  0.344
N 1.94 0.32 -1.76  -0.311
H 0.52 -1.06 -1.08  0.348
O 0.23 2.02 -0.46  -0.400
C -1.30 -1.13 1.92  0.398
H -3.13 -1.74 2.03  0.339
N -2.24 -1.80 1.50  -0.330
H -2.31 -2.70 0.94  0.337

The value obtained for the energy above the lowest of the compared OMol25 structures with the same formula, charge and spin is 2.5963 eV. As for the HOMO-LUMO gap: 10.8 eV. The charge is +2. As for the HOMO energy: -0.68748 Ha. Its LUMO energy is -0.2895 hartree.

=====

# 6
# C2H8N4OS

An isolated molecule of C2H8N4OS (the ωB97M-V functional and the def2-TZVPD basis, the OMol25 dataset).

Last column: Mulliken charge in e.
Geometry (Å):
C -2.49 -0.33 -0.43  -0.760
S 2.21 -0.64 -0.39  -0.198
H 0.35 2.34 1.24  0.243
O -0.91 -1.72 0.75  -0.528
H -2.76 0.49 0.33  0.266
H -0.72 -2.59 0.26  0.369
N -0.69 1.53 -0.17  -0.197
N -1.05 -0.81 -0.46  -0.107
H 0.38 -0.94 1.30  0.424
H -0.48 3.36 0.14  0.310
H -2.59 0.18 -1.43  0.304
C -0.33 0.35 0.00  0.495
N 0.79 -0.20 0.64  -0.462
N 0.26 2.55 0.21  -0.629
H -3.35 -1.02 -0.40  0.305
H 2.83 0.54 -0.01  0.164

The value obtained for the energy above the lowest of the compared OMol25 structures with the same formula, charge and spin is 2.0783 eV. As for the HOMO-LUMO gap: 9.4 eV. As for the HOMO energy: -0.32934 Ha. Its SMILES is CN(O)/C(=N/N)NS. Its LUMO energy is 0.0179 hartree.